{"formula": "C22H50N6O16", "method": "ωB97M-V with the def2-TZVPD basis set", "smiles": "C[N+](=O)[O-].C[N+](=O)[O-].C[N+](=O)[O-].C[N+](=O)[O-].C[N+](=O)[O-].C[N+](=O)[O-].C1CCOC1.C1CCOC1.C1CCOC1.C1CCOC1", "lumo_ev": -0.4, "de_lowest_ev": 0.0000, "charge": 0, "largest_force_ev_per_a": 3.047, "gap_ha": 0.3323, "multiplicity": 1, "homo_ev": -9.450, "elements": ["C", "N", "O", "O", "H", "H", "H", "C", "N", "O", "O", "H", "H", "H", "C", "N", "O", "O", "H", "H", "H", "C", "N", "O", "O", "H", "H", "H", "C", "N", "O", "O", "H", "H", "H", "C", "N", "O", "O", "H", "H", "H", "C", "C", "C", "O", "C", "H", "H", "H", "H", "H", "H", "H", "H", "C", "C", "C", "O", "C", "H", "H", "H", "H", "H", "H", "H", "H", "C", "C", "C", "O", "C", "H", "H", "H", "H", "H", "H", "H", "H", "C", "C", "C", "O", "C", "H", "H", "H", "H", "H", "H", "H", "H"], "coordinates": [[-7.286, 6.561, 15.022], [-6.328, 7.714, 15.055], [-6.747, 8.718, 15.516], [-5.224, 7.510, 14.617], [-6.738, 5.697, 14.700], [-8.057, 6.777, 14.257], [-7.843, 6.515, 15.968], [-1.405, 5.102, 21.221], [-2.785, 5.150, 21.596], [-3.637, 4.751, 20.825], [-3.025, 5.626, 22.666], [-0.959, 4.157, 21.627], [-0.970, 6.010, 21.550], [-1.432, 5.009, 20.129], [-1.558, 11.339, 21.995], [-2.041, 10.491, 23.211], [-1.717, 10.904, 24.287], [-2.678, 9.501, 22.976], [-0.486, 11.044, 21.821], [-1.685, 12.367, 22.268], [-2.155, 11.022, 21.138], [-4.926, 14.861, 20.128], [-4.650, 13.441, 19.809], [-3.506, 13.065, 20.063], [-5.531, 12.801, 19.198], [-5.910, 14.863, 20.588], [-4.908, 15.289, 19.142], [-4.136, 15.184, 20.813], [-6.707, 3.585, 19.749], [-5.861, 3.530, 18.529], [-4.823, 2.913, 18.606], [-6.284, 4.095, 17.548], [-7.460, 4.381, 19.656], [-6.064, 3.670, 20.599], [-7.249, 2.661, 19.799], [-2.781, 6.134, 16.390], [-1.476, 5.293, 16.630], [-0.459, 5.536, 16.033], [-1.536, 4.456, 17.509], [-2.798, 6.875, 17.179], [-3.598, 5.449, 16.673], [-2.759, 6.417, 15.331], [-8.728, 4.771, 23.256], [-8.702, 5.787, 24.422], [-7.941, 7.006, 23.956], [-8.143, 6.966, 22.512], [-8.057, 5.573, 22.151], [-9.802, 4.593, 23.012], [-8.269, 3.829, 23.484], [-8.222, 5.330, 25.294], [-9.727, 6.136, 24.718], [-6.883, 6.854, 24.188], [-8.301, 7.980, 24.211], [-7.017, 5.295, 21.946], [-8.482, 5.511, 21.177], [-1.567, 9.327, 18.817], [-0.240, 9.270, 18.043], [0.502, 8.071, 18.639], [-0.013, 7.888, 19.970], [-1.430, 8.133, 19.779], [-2.479, 9.223, 18.212], [-1.598, 10.305, 19.262], [0.237, 10.289, 18.131], [-0.389, 9.078, 16.974], [1.607, 8.150, 18.689], [0.354, 7.170, 18.025], [-1.904, 8.207, 20.781], [-1.832, 7.243, 19.297], [-5.876, 9.250, 20.109], [-5.500, 7.799, 20.530], [-5.484, 7.051, 19.175], [-4.872, 8.051, 18.303], [-5.600, 9.264, 18.588], [-5.139, 9.948, 20.550], [-6.893, 9.592, 20.379], [-6.230, 7.431, 21.215], [-4.512, 7.910, 20.935], [-6.489, 6.746, 18.860], [-4.791, 6.217, 19.165], [-6.501, 9.417, 17.969], [-4.941, 10.084, 18.313], [-3.915, 13.960, 14.946], [-3.925, 12.757, 15.853], [-4.323, 11.595, 14.963], [-4.508, 12.144, 13.665], [-3.610, 13.262, 13.606], [-3.264, 14.787, 15.217], [-4.936, 14.343, 14.781], [-4.712, 12.838, 16.641], [-3.013, 12.706, 16.460], [-5.148, 11.022, 15.280], [-3.470, 10.896, 14.929], [-3.819, 13.857, 12.767], [-2.612, 12.859, 13.650]], "lowdin_charge": [0.049, -0.459, 0.078, 0.066, 0.086, 0.104, 0.101, 0.038, -0.463, 0.042, 0.086, 0.135, 0.080, 0.090, 0.062, -0.449, 0.069, 0.060, 0.119, 0.075, 0.052, 0.051, -0.413, 0.042, 0.046, 0.102, 0.100, 0.104, 0.036, -0.444, 0.082, 0.043, 0.087, 0.076, 0.099, 0.085, -0.433, 0.052, 0.036, 0.062, 0.090, 0.094, -0.137, -0.172, -0.174, -0.165, -0.227, 0.119, 0.099, 0.108, 0.122, 0.123, 0.115, 0.100, 0.094, -0.148, -0.151, -0.194, -0.149, -0.194, 0.101, 0.073, 0.122, 0.107, 0.128, 0.104, 0.113, 0.093, -0.132, -0.123, -0.164, -0.178, -0.205, 0.097, 0.116, 0.074, 0.090, 0.116, 0.089, 0.107, 0.096, -0.167, -0.191, -0.203, -0.132, -0.187, 0.108, 0.118, 0.099, 0.111, 0.092, 0.122, 0.105, 0.115]}

***

{"formula": "C5H12NO", "method": "ωB97M-V with the def2-TZVPD basis set", "smiles": "C/C=[N+](\\CC)OC", "lumo_ev": -4.1, "de_lowest_ev": 3.0950, "charge": 1, "largest_force_ev_per_a": 3.471, "gap_ha": 0.4070, "multiplicity": 1, "homo_ev": -15.203, "elements": ["C", "C", "C", "C", "C", "N", "O", "H", "H", "H", "H", "H", "H", "H", "H", "H", "H", "H", "H"], "coordinates": [[-0.682, -0.827, 2.341], [2.106, -0.341, -0.026], [-0.701, -0.971, 0.665], [-1.143, 1.673, -1.914], [0.995, 0.195, -0.824], [-0.230, -0.062, -0.579], [-1.314, 0.478, -1.167], [-1.163, -1.750, 2.635], [0.331, -0.779, 2.713], [2.107, 0.120, 0.965], [2.012, -1.414, 0.133], [3.059, -0.128, -0.501], [-1.259, 0.035, 2.646], [-0.183, -1.909, 0.467], [-1.755, -1.092, 0.420], [-2.158, 1.968, -2.175], [-0.568, 1.518, -2.831], [-0.685, 2.455, -1.299], [1.230, 0.832, -1.669]], "lowdin_charge": [0.004, -0.009, -0.015, -0.026, -0.034, -0.054, -0.071, 0.079, 0.056, 0.109, 0.102, 0.100, 0.068, 0.105, 0.111, 0.114, 0.101, 0.112, 0.147]}

***

{"formula": "C4H14N", "method": "ωB97M-V with the def2-TZVPD basis set", "lumo_ev": [-7.6, -14.8], "de_lowest_ev": 1.9841, "charge": 2, "largest_force_ev_per_a": 3.475, "gap_ha": [0.4744, 0.2106], "multiplicity": 2, "homo_ev": [-20.544, -20.536], "elements": ["C", "C", "H", "H", "H", "H", "H", "H", "C", "C", "N", "H", "H", "H", "H", "H", "H", "H", "H"], "coordinates": [[-0.695, -1.898, -0.083], [0.384, -2.832, -0.836], [-1.558, -2.637, -0.083], [-0.218, -1.523, 0.861], [-1.007, -0.950, -0.507], [1.004, -2.067, -1.326], [-0.187, -3.379, -1.592], [0.980, -3.530, -0.271], [0.722, 1.774, 0.187], [-0.321, 1.849, -0.860], [0.027, 1.213, 1.450], [1.545, 1.054, 0.074], [1.259, 2.690, 0.477], [-1.011, 0.956, -0.707], [-0.058, 1.755, -1.904], [-0.990, 1.110, 1.361], [0.304, 0.238, 1.712], [0.052, 1.524, 2.447], [-1.065, 2.669, -0.781]], "lowdin_charge": [0.096, 0.101, 0.192, 0.116, 0.074, 0.166, 0.120, 0.120, -0.148, -0.062, 0.153, 0.131, 0.148, 0.065, 0.102, 0.156, 0.149, 0.199, 0.121]}

***

{"formula": "C3H7NO2S", "method": "ωB97M-V with the def2-TZVPD basis set", "smiles": "N[C@H](CS)C(=O)O", "lumo_ev": 0.6, "de_lowest_ev": 0.9415, "charge": 0, "largest_force_ev_per_a": 1.989, "gap_ha": 0.3580, "multiplicity": 1, "homo_ev": -9.162, "elements": ["O", "C", "O", "C", "C", "S", "N", "H", "H", "H", "H", "H", "H", "H"], "coordinates": [[-2.045, -0.228, -1.346], [-1.370, -0.315, -0.366], [-1.744, -0.891, 0.793], [0.043, 0.349, -0.276], [1.025, -0.577, 0.452], [1.952, 0.370, 1.717], [0.393, 0.784, -1.640], [-2.714, -0.961, 0.702], [-0.119, 1.299, 0.226], [1.727, -1.102, -0.202], [0.521, -1.444, 0.873], [1.097, 0.115, 2.733], [1.370, 0.990, -1.789], [-0.135, 1.612, -1.878]], "lowdin_charge": [0.124, -0.497, 0.093, -0.374, -0.503, 0.702, 0.038, 0.137, 0.120, 0.079, 0.070, -0.136, 0.072, 0.077]}

***

{"formula": "C39H30O23", "method": "ωB97M-V with the def2-TZVPD basis set", "smiles": "O=C1C=C(O)C(=O)C=C1O.O=C1C=C(O)C(=O)C=C1O.O=C1C=C(O)C(=O)C=C1O.O=C1C=C(O)C(=O)C=C1O.O=C1C=C(O)C(=O)C=C1O.Cc1ccc(COC(=O)O)cc1", "lumo_ev": -1.6, "charge": 0, "largest_force_ev_per_a": 2.652, "gap_ha": 0.2810, "multiplicity": 1, "homo_ev": -9.268, "elements": ["C", "C", "C", "C", "C", "C", "O", "C", "O", "O", "C", "C", "H", "H", "H", "H", "H", "H", "H", "H", "H", "H", "C", "C", "C", "O", "C", "C", "C", "O", "O", "O", "H", "H", "H", "H", "C", "C", "C", "O", "C", "C", "C", "O", "O", "O", "H", "H", "H", "H", "C", "C", "C", "O", "C", "C", "C", "O", "O", "O", "H", "H", "H", "H", "C", "C", "C", "O", "C", "C", "C", "O", "O", "O", "H", "H", "H", "H", "C", "C", "C", "O", "C", "C", "C", "O", "O", "O", "H", "H", "H", "H"], "coordinates": [[-5.591, -4.886, -3.432], [-4.287, -4.041, -3.169], [-3.377, -4.469, -2.102], [-2.180, -3.685, -1.861], [-1.955, -2.510, -2.693], [-0.668, -1.661, -2.363], [-0.916, -1.091, -1.035], [-2.063, -0.320, -1.068], [-1.998, 0.795, -1.518], [-3.275, -0.758, -0.569], [-2.844, -2.079, -3.758], [-4.044, -2.873, -4.005], [-6.152, -4.347, -4.242], [-6.198, -4.986, -2.501], [-5.291, -5.897, -3.805], [-3.558, -5.348, -1.448], [-1.434, -3.934, -1.071], [-0.486, -0.870, -3.140], [0.233, -2.318, -2.305], [-3.852, -0.810, -1.359], [-2.565, -1.168, -4.331], [-4.749, -2.539, -4.795], [-7.137, -2.925, 3.989], [-6.046, -3.657, 3.743], [-5.091, -3.294, 2.651], [-4.100, -3.979, 2.474], [-5.398, -2.122, 1.833], [-6.490, -1.392, 2.076], [-7.430, -1.739, 3.185], [-8.404, -1.037, 3.383], [-6.795, -0.311, 1.335], [-5.754, -4.754, 4.466], [-7.833, -3.176, 4.777], [-4.708, -1.880, 1.035], [-7.626, 0.038, 1.712], [-4.920, -5.098, 4.093], [-0.332, 2.371, -4.243], [0.731, 1.594, -4.458], [1.730, 1.910, -5.521], [2.695, 1.182, -5.668], [1.498, 3.091, -6.351], [0.432, 3.869, -6.139], [-0.553, 3.566, -5.056], [-1.500, 4.311, -4.886], [0.195, 4.960, -6.889], [0.952, 0.486, -3.718], [-1.061, 2.151, -3.473], [2.219, 3.300, -7.129], [-0.630, 5.346, -6.536], [1.781, 0.102, -4.063], [2.841, 3.325, -1.232], [3.675, 2.778, -0.342], [3.173, 2.154, 0.919], [3.970, 1.650, 1.693], [1.735, 2.180, 1.173], [0.899, 2.730, 0.285], [1.400, 3.330, -0.991], [0.605, 3.804, -1.781], [-0.425, 2.766, 0.497], [5.006, 2.762, -0.538], [3.193, 3.777, -2.149], [1.386, 1.740, 2.097], [-0.807, 3.208, -0.287], [5.380, 2.313, 0.245], [1.910, -2.030, 0.310], [1.772, -3.154, 1.022], [2.957, -3.883, 1.569], [2.784, -4.891, 2.228], [4.287, -3.346, 1.281], [4.424, -2.225, 0.567], [3.238, -1.483, 0.043], [3.408, -0.455, -0.589], [5.636, -1.713, 0.286], [0.561, -3.680, 1.280], [1.061, -1.493, -0.089], [5.136, -3.891, 1.668], [5.464, -0.906, -0.237], [0.732, -4.483, 1.809], [6.472, 3.782, 5.266], [6.223, 4.211, 6.507], [4.828, 4.447, 6.988], [4.647, 4.820, 8.132], [3.731, 4.220, 6.049], [3.979, 3.794, 4.806], [5.373, 3.532, 4.333], [5.555, 3.128, 3.200], [2.989, 3.579, 3.925], [7.217, 4.450, 7.383], [7.477, 3.606, 4.908], [2.727, 4.411, 6.403], [3.430, 3.273, 3.108], [6.776, 4.747, 8.203]], "lowdin_charge": [-0.069, -0.240, -0.021, -0.009, -0.195, -0.101, -0.035, -0.532, 0.143, 0.096, -0.027, -0.037, 0.073, 0.078, 0.081, 0.111, 0.117, 0.105, 0.135, 0.132, 0.114, 0.105, 0.075, -0.232, -0.311, 0.109, 0.082, -0.227, -0.315, 0.111, 0.105, 0.103, 0.136, 0.114, 0.118, 0.117, 0.067, -0.224, -0.314, 0.109, 0.077, -0.228, -0.307, 0.121, 0.104, 0.069, 0.121, 0.136, 0.119, 0.125, 0.083, -0.231, -0.338, 0.077, 0.073, -0.215, -0.299, 0.110, 0.112, 0.111, 0.138, 0.142, 0.119, 0.118, 0.083, -0.221, -0.313, 0.113, 0.079, -0.224, -0.297, 0.110, 0.109, 0.105, 0.113, 0.137, 0.117, 0.119, 0.079, -0.232, -0.317, 0.109, 0.077, -0.221, -0.300, 0.109, 0.104, 0.103, 0.136, 0.136, 0.080, 0.118]}

***

{"formula": "C37H52BCaN10O3PS", "method": "ωB97M-V with the def2-TZVPD basis set", "lumo_ev": 0.5, "de_lowest_ev": 0.9487, "charge": 0, "largest_force_ev_per_a": 3.239, "gap_ha": 0.3046, "multiplicity": 1, "homo_ev": -7.768, "elements": ["Ca", "C", "C", "N", "N", "C", "B", "N", "C", "C", "C", "N", "N", "C", "C", "C", "N", "H", "H", "H", "H", "H", "H", "H", "H", "H", "H", "N", "C", "C", "C", "C", "C", "C", "S", "O", "O", "N", "C", "N", "C", "C", "C", "N", "H", "H", "H", "H", "H", "H", "H", "H", "H", "O", "P", "C", "C", "C", "C", "C", "C", "C", "C", "C", "C", "C", "C", "C", "C", "C", "C", "C", "C", "H", "H", "H", "H", "H", "H", "H", "H", "H", "H", "H", "H", "H", "H", "H", "H", "H", "H", "H", "H", "H", "H", "H", "H", "H", "H", "H", "H", "H", "H", "H", "H", "H"], "coordinates": [[0.639, 0.369, 0.135], [1.621, 4.503, 0.989], [1.800, 3.467, 0.066], [1.709, 2.289, 0.671], [1.458, 2.532, 1.968], [1.393, 3.855, 2.187], [1.384, 1.399, 3.018], [2.417, 0.313, 2.635], [3.444, -0.127, 3.381], [4.053, -1.170, 2.710], [3.306, -1.295, 1.534], [2.329, -0.398, 1.498], [-0.017, 0.750, 3.048], [-0.931, 0.856, 4.027], [-2.029, 0.095, 3.684], [-1.692, -0.447, 2.441], [-0.478, -0.056, 2.072], [1.654, 5.564, 0.815], [1.994, 3.520, -0.994], [1.204, 4.261, 3.167], [1.653, 1.839, 4.098], [3.681, 0.324, 4.329], [4.891, -1.762, 3.034], [3.428, -1.984, 0.717], [-0.732, 1.439, 4.911], [-2.945, -0.024, 4.234], [-2.280, -1.091, 1.807], [-1.549, 7.858, -1.904], [-1.746, 6.531, -1.551], [-1.464, 6.099, -0.251], [-1.675, 4.781, 0.105], [-2.164, 3.878, -0.827], [-2.489, 4.302, -2.108], [-2.288, 5.623, -2.464], [-2.225, 2.163, -0.368], [-2.170, 2.121, 1.072], [-3.338, 1.505, -0.996], [-0.799, 1.556, -0.854], [-0.442, 1.384, -2.127], [-1.242, 1.709, -3.167], [-0.786, 1.474, -4.382], [0.478, 0.959, -4.639], [1.246, 0.687, -3.519], [0.812, 0.870, -2.284], [-0.916, 8.381, -1.325], [-1.460, 8.055, -2.886], [-1.070, 6.806, 0.470], [-1.477, 4.432, 1.109], [-2.887, 3.584, -2.811], [-2.552, 5.967, -3.457], [-1.468, 1.724, -5.191], [0.840, 0.787, -5.641], [2.264, 0.320, -3.614], [1.207, -1.957, -1.321], [1.661, -3.194, -2.014], [1.052, -3.156, -3.752], [-0.416, -2.673, -3.747], [-1.106, -2.973, -5.086], [-0.102, -2.874, -6.231], [0.957, -3.985, -6.111], [1.195, -4.389, -4.644], [1.157, -4.679, -1.031], [1.018, -6.026, -1.770], [-0.450, -6.342, -2.049], [-1.197, -6.569, -0.727], [-0.711, -5.603, 0.372], [-0.117, -4.334, -0.233], [3.505, -3.256, -2.047], [4.035, -1.875, -2.465], [5.546, -1.954, -2.663], [5.877, -2.826, -3.889], [4.795, -3.890, -4.136], [4.208, -4.393, -2.818], [1.672, -2.357, -4.181], [-0.433, -1.602, -3.542], [-0.967, -3.153, -2.935], [-1.933, -2.278, -5.238], [-1.534, -3.980, -5.075], [0.376, -1.890, -6.195], [-0.607, -2.949, -7.195], [1.895, -3.649, -6.559], [0.633, -4.868, -6.666], [2.180, -4.848, -4.557], [0.458, -5.139, -4.353], [1.982, -4.762, -0.314], [1.428, -6.822, -1.144], [1.594, -6.030, -2.694], [-0.530, -7.228, -2.681], [-0.903, -5.510, -2.595], [-1.044, -7.599, -0.400], [-2.268, -6.442, -0.894], [0.053, -6.088, 0.987], [-1.538, -5.346, 1.035], [0.130, -3.611, 0.544], [-0.859, -3.857, -0.878], [3.735, -3.387, -0.985], [3.771, -1.136, -1.707], [3.575, -1.550, -3.404], [5.994, -2.384, -1.762], [5.967, -0.955, -2.782], [6.847, -3.304, -3.743], [5.963, -2.197, -4.778], [5.219, -4.728, -4.693], [3.993, -3.466, -4.749], [5.023, -4.786, -2.205], [3.533, -5.230, -3.001]], "lowdin_charge": [1.359, -0.068, -0.140, -0.081, -0.034, -0.074, -0.514, -0.040, -0.075, -0.059, -0.143, -0.076, -0.038, -0.075, -0.058, -0.154, -0.092, 0.091, 0.108, 0.123, 0.120, 0.119, 0.088, 0.081, 0.119, 0.093, 0.113, 0.094, -0.324, -0.036, -0.068, -0.278, -0.066, -0.031, 0.603, -0.316, -0.299, -0.271, -0.490, 0.139, -0.126, -0.073, -0.151, 0.038, 0.085, 0.086, 0.109, 0.106, 0.101, 0.108, 0.112, 0.093, 0.101, -0.360, 0.804, -0.324, -0.178, -0.183, -0.194, -0.177, -0.194, -0.321, -0.184, -0.202, -0.188, -0.185, -0.204, -0.344, -0.209, -0.185, -0.187, -0.198, -0.175, 0.109, 0.095, 0.095, 0.112, 0.112, 0.099, 0.108, 0.105, 0.110, 0.087, 0.098, 0.120, 0.122, 0.073, 0.114, 0.095, 0.107, 0.108, 0.113, 0.109, 0.110, 0.103, 0.100, 0.106, 0.094, 0.114, 0.110, 0.107, 0.107, 0.114, 0.096, 0.121, 0.082]}

***

| no. | E_tot (a.u.) |
| --- | --- |
| 1 | -2399.94013 |
| 2 | -327.34585 |
| 3 | -214.70177 |
| 4 | -721.92804 |
| 5 | -3234.61067 |
| 6 | -3656.66831 |